[1]
Formula: C15H24Br24NO
Source: the OMol25 dataset
Level of theory: the ωB97M-V functional and the def2-TZVPD basis

- max |F| (eV/Å) = 1.97
- M (u) = 2152.06
- E_tot (eV) = -1700492.05358
- LUMO level (eV) = -3.1052
- net charge = +1

CARTESIAN COORDINATES (ANGSTROEM)
C  -0.213  0.164  -1.160
C  0.897  -0.268  -0.224
O  0.942  0.687  0.830
C  2.204  1.237  1.090
C  2.078  2.742  1.420
C  0.957  3.476  0.690
C  1.488  3.844  -0.687
N  2.995  3.623  -0.625
C  3.326  3.427  0.811
H  -0.233  -0.446  -2.055
H  -0.025  1.202  -1.420
H  -1.154  0.121  -0.623
H  1.806  -0.309  -0.826
H  0.717  -1.274  0.136
H  2.881  1.140  0.246
H  2.651  0.768  1.969
H  2.111  2.996  2.470
H  0.028  2.935  0.585
H  0.716  4.399  1.204
H  1.142  3.182  -1.472
H  1.298  4.847  -1.037
H  3.264  2.831  -1.204
H  3.493  4.470  -0.894
H  4.217  2.824  0.949
H  3.478  4.347  1.362
C  -1.326  -2.879  -2.618
Br  0.211  -3.261  -1.518
Br  -2.756  -2.100  -1.592
Br  -0.862  -1.789  -4.136
H  -1.686  -3.824  -3.003
C  -1.109  0.881  3.437
Br  -1.140  0.965  5.361
Br  -1.715  -0.809  2.745
Br  -2.071  2.359  2.655
H  -0.079  0.976  3.128
C  -3.270  -2.158  6.240
Br  -3.185  -2.037  8.160
Br  -3.922  -3.872  5.655
Br  -4.292  -0.713  5.490
H  -2.259  -2.056  5.869
C  -0.856  2.061  -4.349
Br  -2.074  1.681  -5.775
Br  0.590  3.222  -4.886
Br  -1.755  2.727  -2.784
H  -0.413  1.114  -4.068
C  -1.882  -3.419  -8.014
Br  -1.347  -4.457  -6.483
Br  -3.296  -2.187  -7.568
Br  -0.380  -2.516  -8.812
H  -2.274  -4.106  -8.750
C  -1.678  -7.405  -2.898
Br  -1.156  -8.264  -1.259
Br  -3.099  -6.132  -2.614
Br  -0.170  -6.592  -3.781
H  -2.061  -8.170  -3.557
C  -2.656  4.050  8.214
Br  -3.093  2.172  8.181
Br  -1.356  4.520  6.870
Br  -4.234  5.142  8.078
H  -2.205  4.256  9.173
C  4.725  -2.075  -0.340
Br  5.262  -0.269  -0.796
Br  3.148  -2.615  -1.304
Br  6.173  -3.306  -0.599
H  4.481  -2.080  0.712

Forces on atoms 1 to 2 (eV/Å):
0.4 0.1 0.7
-0.6 0.1 -0.8

[2]
Formula: C15H24Cl12FNO4S
Source: the OMol25 dataset
Level of theory: the ωB97M-V functional and the def2-TZVPD basis

- max |F| (eV/Å) = 0.83
- M (u) = 758.86
- E_tot (eV) = -189444.36496
- LUMO level (eV) = 0.1147
- SMILES = CCOCCO[C@H]1C(=O)N[C@](F)(COCC)[C@@H]1S.ClC(Cl)Cl.ClC(Cl)Cl.ClC(Cl)Cl.ClC(Cl)Cl

CARTESIAN COORDINATES (ANGSTROEM)
C  0.700  0.465  4.130
C  2.176  0.310  4.515
O  2.947  1.478  4.269
C  3.573  1.516  3.006
C  2.591  1.488  1.840
O  3.308  1.902  0.693
C  2.490  2.348  -0.350
C  3.387  2.753  -1.541
O  4.126  3.686  -1.567
N  3.177  1.856  -2.644
C  2.460  0.722  -2.085
F  3.413  0.001  -1.380
C  1.865  -0.179  -3.145
O  1.506  -1.395  -2.546
C  1.659  -2.571  -3.337
C  0.309  -3.236  -3.616
C  1.546  1.310  -0.993
S  0.134  2.200  -1.746
H  0.535  1.479  3.765
H  0.032  0.338  4.979
H  0.395  -0.232  3.347
H  2.628  -0.540  3.989
H  2.277  0.110  5.582
H  4.123  2.454  2.952
H  4.297  0.696  2.911
H  2.177  0.485  1.685
H  1.757  2.172  2.047
H  1.937  3.242  -0.036
H  2.648  2.335  -3.369
H  0.980  0.311  -3.568
H  2.609  -0.305  -3.939
H  2.171  -2.313  -4.269
H  2.317  -3.240  -2.778
H  -0.460  -2.680  -3.079
H  0.289  -4.261  -3.252
H  0.060  -3.226  -4.676
H  1.149  0.543  -0.336
H  -0.821  1.412  -1.243
Cl  -1.948  2.450  5.975
C  -3.297  1.326  5.808
Cl  -4.374  1.841  4.515
Cl  -2.718  -0.314  5.502
H  -3.844  1.322  6.741
Cl  -2.272  -5.731  -2.929
C  -2.731  -5.850  -4.627
Cl  -2.658  -4.282  -5.429
Cl  -1.728  -7.032  -5.466
H  -3.757  -6.192  -4.667
Cl  -4.063  2.326  -0.442
C  -3.485  3.536  0.699
Cl  -4.764  3.992  1.827
Cl  -2.066  2.945  1.569
H  -3.193  4.421  0.150
Cl  -4.900  -0.896  0.863
C  -5.020  -1.690  -0.701
Cl  -6.327  -2.873  -0.715
Cl  -5.227  -0.519  -2.009
H  -4.093  -2.219  -0.881

Forces on atoms 1 to 2 (eV/Å):
0.0 0.1 0.0
0.1 -0.2 0.0

[3]
Formula: C15H24ClF6IrN3O13P2S3
Source: the OMol25 dataset
Level of theory: the ωB97M-V functional and the def2-TZVPD basis

- max |F| (eV/Å) = 3.51
- spin multiplicity = 2
- expectation value of S² = 0.759
- M (u) = 954.17
- E_tot (eV) = -129779.44458
- LUMO level (alpha / beta) (eV) = -2.0984 / -2.5434

CARTESIAN COORDINATES (ANGSTROEM)
Ir  -0.617  -0.483  0.159
O  -1.066  1.175  4.079
P  0.193  0.542  3.296
O  1.250  0.060  4.191
O  -0.442  -0.494  2.379
O  0.649  1.874  2.492
P  1.609  1.914  1.215
O  1.380  3.378  0.673
O  3.038  1.695  1.497
O  1.087  0.899  0.194
H  -0.761  1.930  4.580
H  0.467  3.610  0.434
C  4.103  1.126  -2.340
C  4.197  0.541  -0.945
S  3.011  -0.762  -0.493
C  3.268  -1.981  -1.864
C  2.176  -1.759  -2.905
S  1.066  -0.440  -2.206
C  0.711  0.652  -3.634
C  1.871  1.558  -4.011
S  2.685  2.275  -2.532
H  4.018  0.357  -3.104
H  5.000  1.717  -2.526
H  4.012  1.300  -0.178
H  5.188  0.117  -0.787
H  3.172  -2.954  -1.388
H  4.270  -1.874  -2.266
H  1.557  -2.642  -3.032
H  2.572  -1.456  -3.872
H  -0.125  1.228  -3.233
H  0.382  0.048  -4.479
H  1.508  2.408  -4.588
H  2.626  1.040  -4.598
C  -1.362  -3.737  0.849
C  -0.011  -3.642  0.130
O  0.263  -2.434  -0.419
C  0.003  -4.692  -1.016
F  -0.898  -4.401  -1.958
F  1.188  -4.755  -1.644
F  -0.281  -5.933  -0.602
C  1.110  -4.045  1.133
F  2.333  -3.816  0.640
F  1.073  -5.354  1.441
F  1.018  -3.389  2.281
H  -2.148  -3.537  0.124
H  -1.380  -2.968  1.621
H  -1.500  -4.723  1.291
O  -3.152  2.511  -0.639
Cl  -1.779  2.412  -0.288
O  -1.205  3.700  -0.174
O  -1.668  1.716  0.947
O  -1.102  1.675  -1.308
C  -4.763  0.292  -2.771
N  -4.483  -0.029  -1.388
C  -5.353  0.295  -0.407
C  -5.036  0.190  0.905
C  -3.706  -0.210  1.239
N  -2.896  -0.590  0.252
C  -3.210  -0.466  -1.058
O  -2.367  -0.746  -1.904
N  -3.260  -0.293  2.481
H  -5.766  -0.038  -3.041
H  -4.021  -0.218  -3.383
H  -4.673  1.369  -2.923
H  -6.320  0.651  -0.730
H  -5.737  0.457  1.676
H  -3.774  0.148  3.226
H  -2.243  -0.368  2.602

Forces on atoms 1 to 2 (eV/Å):
-0.1 0.5 3.4
-0.2 -0.5 -0.5

[4]
Formula: C15H24HgN7OS2
Source: the OMol25 dataset
Level of theory: the ωB97M-V functional and the def2-TZVPD basis

- max |F| (eV/Å) = 0.34
- spin multiplicity = 2
- expectation value of S² = 0.754
- M (u) = 583.13
- E_tot (eV) = -54267.77551
- LUMO level (alpha / beta) (eV) = 0.6983 / -0.4880

CARTESIAN COORDINATES (ANGSTROEM)
Hg  -1.553  0.169  0.803
N  -1.946  -0.469  3.362
N  -3.213  -0.428  3.914
C  -4.269  -0.879  3.213
N  -5.450  -0.836  3.885
S  -4.174  -1.501  1.662
H  -1.449  -1.333  3.547
H  -1.361  0.341  3.550
H  -3.328  -0.175  4.884
H  -5.559  -0.246  4.693
H  -6.270  -1.031  3.339
O  -0.088  1.291  2.289
C  1.177  1.418  2.033
C  1.756  2.708  1.929
C  3.105  2.898  1.741
C  3.965  1.803  1.624
C  3.422  0.537  1.675
C  2.052  0.313  1.858
C  1.531  -1.052  1.805
N  0.265  -1.423  1.795
C  0.250  -2.792  1.631
C  1.519  -3.262  1.559
N  2.325  -2.151  1.671
H  1.080  3.549  2.025
H  3.503  3.904  1.681
H  5.029  1.941  1.485
H  4.095  -0.306  1.561
H  -0.676  -3.339  1.567
H  1.920  -4.252  1.438
H  3.328  -2.151  1.640
C  -2.003  0.352  -5.300
C  -2.111  1.121  -3.989
N  -1.726  0.330  -2.831
C  -0.459  0.004  -2.474
S  -0.181  -1.259  -1.389
N  0.535  0.747  -2.980
C  1.921  0.665  -2.526
C  2.711  -0.423  -3.232
H  -2.289  0.984  -6.141
H  -2.660  -0.518  -5.287
H  -0.983  0.002  -5.461
H  -3.134  1.453  -3.817
H  -1.511  2.032  -4.028
H  -2.396  -0.347  -2.499
H  0.285  1.551  -3.529
H  1.917  0.499  -1.448
H  2.365  1.643  -2.716
H  2.277  -1.400  -3.024
H  3.742  -0.420  -2.878
H  2.716  -0.264  -4.311

Forces on atoms 1 to 2 (eV/Å):
0.0 -0.1 0.0
0.1 -0.1 0.1

[5]
Formula: C15H24N2O3S
Source: the OMol25 dataset
Level of theory: the ωB97M-V functional and the def2-TZVPD basis

- max |F| (eV/Å) = 5.58
- M (u) = 312.43
- E_tot (eV) = -35898.30492
- LUMO level (eV) = 0.4843
- SMILES = CCS(=O)(=O)N(C[C@@H](C)N1CCOCC1)c1ccccc1

CARTESIAN COORDINATES (ANGSTROEM)
C  0.462  2.864  -4.233
C  -0.220  2.421  -2.960
S  0.328  0.828  -2.259
O  1.750  1.021  -1.771
O  0.139  -0.307  -3.115
N  -0.601  0.576  -0.668
C  -0.188  -0.688  0.007
C  0.859  -0.326  1.093
C  0.239  0.607  2.258
N  1.434  -1.652  1.645
C  1.712  -1.717  3.097
C  2.071  -3.088  3.506
O  3.241  -3.410  2.809
C  3.172  -3.223  1.402
C  2.730  -1.883  0.999
C  -1.946  0.765  -0.810
C  -2.327  2.068  -0.598
C  -3.665  2.396  -0.578
C  -4.628  1.507  -0.773
C  -4.235  0.183  -1.050
C  -2.906  -0.149  -1.234
H  -0.152  3.586  -4.738
H  0.679  2.100  -5.007
H  1.394  3.167  -4.038
H  -1.298  2.286  -3.239
H  -0.002  3.278  -2.246
H  0.201  -1.342  -0.755
H  -0.989  -1.101  0.640
H  1.688  0.262  0.743
H  0.906  0.661  3.124
H  -0.699  0.196  2.597
H  -0.043  1.577  1.848
H  2.482  -0.834  3.309
H  0.843  -1.460  3.827
H  1.250  -3.836  3.410
H  2.380  -3.152  4.575
H  4.270  -3.482  1.033
H  2.468  -4.030  1.078
H  3.491  -1.142  1.185
H  2.421  -1.878  -0.073
H  -1.629  2.833  -0.336
H  -3.852  3.486  -0.428
H  -5.723  1.765  -0.684
H  -5.004  -0.628  -1.186
H  -2.503  -1.107  -1.408

Forces on atoms 1 to 2 (eV/Å):
-1.7 -2.7 -1.8
-1.4 0.4 0.1

> Among the records above, which one has the lowest max |F|?

C15H24HgN7OS2